This record from the OMol25 dataset describes C29H29N3P2S4SbTl as an isolated structure. The level of theory is wB97M-V/def2-TZVPD.

Geometry (Å):
Tl (2.421, -2.249, 0.333)
S (5.865, 2.779, 1.004)
Sb (5.971, 0.591, 0.528)
S (4.168, -0.240, -0.592)
S (4.161, -1.198, 3.229)
S (6.003, -0.628, 2.711)
C (-2.212, 0.943, 1.253)
N (-0.982, 0.218, 0.971)
P (0.331, 0.150, 2.048)
C (-0.357, -0.456, 3.605)
C (0.271, -0.142, 4.796)
C (-0.168, -0.665, 5.995)
C (-1.282, -1.486, 6.025)
C (-1.931, -1.801, 4.827)
C (-1.482, -1.310, 3.620)
C (0.715, 1.881, 2.429)
C (1.873, 2.426, 1.870)
C (2.158, 3.763, 2.009)
C (1.319, 4.573, 2.774)
C (0.167, 4.038, 3.307)
C (-0.159, 2.693, 3.158)
P (-0.672, -0.628, -0.477)
C (-2.246, -1.531, -0.738)
C (-3.352, -1.065, -1.472)
C (-4.556, -1.783, -1.484)
C (-4.648, -2.988, -0.817)
C (-3.550, -3.511, -0.134)
C (-2.345, -2.784, -0.103)
C (-0.594, 0.583, -1.798)
C (-0.215, 1.905, -1.563)
C (0.120, 2.771, -2.581)
C (0.034, 2.316, -3.905)
C (-0.310, 1.001, -4.160)
C (-0.639, 0.145, -3.108)
H (-2.541, 0.763, 2.274)
H (-3.039, 0.675, 0.586)
H (-2.117, 2.038, 1.149)
H (1.097, 0.538, 4.824)
H (0.321, -0.459, 6.938)
H (-1.665, -1.874, 6.974)
H (-2.822, -2.405, 4.845)
H (-2.004, -1.579, 2.712)
H (2.523, 1.804, 1.251)
H (3.030, 4.225, 1.556)
H (1.536, 5.640, 2.920)
H (-0.479, 4.716, 3.837)
H (-1.110, 2.321, 3.529)
H (-3.333, -0.110, -1.963)
H (-5.416, -1.427, -2.047)
H (-5.544, -3.594, -0.862)
H (-3.607, -4.469, 0.398)
H (-1.499, -3.128, 0.474)
H (-0.190, 2.249, -0.526)
H (0.440, 3.784, -2.422)
H (0.294, 3.005, -4.700)
H (-0.388, 0.645, -5.178)
H (-0.875, -0.889, -3.335)
C (2.379, -0.728, -6.023)
N (2.072, -1.561, -4.855)
C (1.213, -2.641, -4.810)
C (1.220, -3.068, -3.519)
N (2.074, -2.287, -2.748)
C (2.520, -1.389, -3.593)
H (1.614, 0.023, -6.246)
H (2.423, -1.360, -6.906)
H (3.356, -0.218, -5.889)
H (0.756, -3.014, -5.684)
H (0.688, -3.955, -3.158)
H (3.196, -0.581, -3.363)

**Net charge**: 0
**Electronic energy**: -3974.983570 a.u.
**Highest occupied orbital energy (alpha / beta)**: -7.9 / -7.4 eV
**HOMO-LUMO gap (alpha / beta)**: 0.2190 / 0.2136 hartree